The following is a DFT calculation (ωB97M-V/def2-TZVPD) of a cluster of 6 separate species, C21H54B3FO8 in total.

```
87
C21H54B3FO8 | the Open Molecules 2025 dataset | ωB97M-V/def2-TZVPD
F -7.429 2.097 3.308
O -3.439 0.229 0.649
O -1.964 1.121 5.268
O 1.564 0.000 -2.000
O 2.355 1.460 -6.560
O -5.743 0.844 0.601
O 4.566 -3.876 1.448
O -4.457 1.156 2.552
O 2.229 -5.078 -0.628
C 0.917 -0.667 -3.085
C -2.028 1.861 2.130
C -1.674 0.460 6.499
C 1.336 -2.895 -0.115
C -7.391 3.297 1.223
C 0.451 2.081 2.460
C -0.171 -4.906 -0.308
C -6.563 2.627 2.311
C 1.093 -4.223 -0.804
C 2.080 2.827 -6.867
C 6.586 -2.695 0.807
C 1.949 -1.317 -3.993
C -0.412 0.729 0.503
C 5.297 -2.658 1.611
C -2.541 1.009 7.620
C 4.423 -1.475 1.231
C 0.031 0.304 -3.847
C 1.012 2.930 -7.943
C 3.354 3.556 -7.261
C -0.670 1.163 1.957
C -1.831 -1.044 6.346
B -4.680 0.138 0.068
B -3.303 1.043 1.770
B -5.573 1.485 1.813
H -0.683 0.282 2.605
H 1.695 3.247 -5.935
H 0.642 1.102 -4.275
H 4.146 -1.563 0.178
H -0.635 -0.328 0.367
H -2.296 0.542 8.574
H 2.121 0.690 -2.380
H 0.611 0.918 0.186
H -0.493 -0.195 -4.663
H 1.305 1.509 2.828
H 1.472 -1.862 -4.809
H 1.367 2.473 -8.871
H 1.477 -3.053 0.959
H 0.109 2.729 3.267
H 7.170 -1.786 0.956
H 3.773 3.117 -8.170
H -0.707 0.755 -3.182
H -2.887 0.943 5.045
H -3.597 0.817 7.408
H 0.512 -2.197 -0.259
H 2.324 -5.241 0.319
H -2.048 2.789 1.540
H -1.077 1.258 -0.183
H 6.361 -2.785 -0.259
H 0.303 -1.443 -2.622
H 1.019 -4.069 -1.883
H 0.816 2.721 1.653
H -0.320 -5.857 -0.820
H -7.517 4.360 1.425
H -0.627 0.697 6.700
H 0.760 3.970 -8.152
H 7.193 -3.552 1.097
H 4.325 -3.957 0.515
H 2.596 -0.552 -4.432
H 2.699 1.039 -7.356
H 3.161 4.613 -7.452
H -8.387 2.854 1.212
H 2.572 -2.010 -3.427
H -1.048 -4.278 -0.473
H -2.407 2.087 7.714
H 5.536 -2.614 2.676
H -5.947 3.375 2.824
H 4.101 3.476 -6.471
H -6.934 3.184 0.240
H 0.107 2.407 -7.634
H -1.194 -1.414 5.542
H 4.928 -0.519 1.376
H 3.508 -1.486 1.823
H -2.867 -1.291 6.099
H -1.567 -1.565 7.267
H -2.148 2.165 3.171
H 2.243 -2.435 -0.501
H -0.093 -5.107 0.764
H -4.839 -0.545 -0.890
```

As for the SMILES: CC(C)CB1OBOB([C@@H](C)F)O1.CC(C)O.CC(C)O.CC(C)O.CC(C)O.CC(C)O. Its spin multiplicity is 1. As for the gap between HOMO and LUMO: 10.531 eV.

Partial atomic charges computed with the Mulliken method, in multiples of e: atom 1 (F): -0.347, atom 2 (O): -0.484, atom 3 (O): -0.356, atom 4 (O): -0.361, atom 5 (O): -0.472, atom 6 (O): -0.658, atom 7 (O): -0.545, atom 8 (O): 0.093, atom 9 (O): -0.603, atom 10 (C): 0.804, atom 11 (C): -1.478, atom 12 (C): 0.384, atom 13 (C): -0.057, atom 14 (C): -1.198, atom 15 (C): -1.780, atom 16 (C): -1.437, atom 17 (C): 0.518, atom 18 (C): 0.318, atom 19 (C): 0.524, atom 20 (C): -1.324, atom 21 (C): -1.346, atom 22 (C): -1.281, atom 23 (C): 0.382, atom 24 (C): -1.316, atom 25 (C): -1.009, atom 26 (C): -1.193, atom 27 (C): -1.286, atom 28 (C): -1.405, atom 29 (C): 1.575, atom 30 (C): -1.317, atom 31 (B): 0.632, atom 32 (B): 0.508, atom 33 (B): 0.086, atom 34 (H): 0.077, atom 35 (H): 0.238, atom 36 (H): 0.108, atom 37 (H): 0.081, atom 38 (H): 0.090, atom 39 (H): 0.409, atom 40 (H): 0.270, atom 41 (H): 0.550, atom 42 (H): 0.409, atom 43 (H): 0.349, atom 44 (H): 0.389, atom 45 (H): 0.343, atom 46 (H): 0.569, atom 47 (H): 0.430, atom 48 (H): 0.388, atom 49 (H): 0.362, atom 50 (H): 0.280, atom 51 (H): 0.225, atom 52 (H): 0.333, atom 53 (H): -0.146, atom 54 (H): 0.402, atom 55 (H): 0.354, atom 56 (H): 0.140, atom 57 (H): 0.318, atom 58 (H): 0.056, atom 59 (H): 0.215, atom 60 (H): 0.439, atom 61 (H): 0.361, atom 62 (H): 0.316, atom 63 (H): 0.282, atom 64 (H): 0.377, atom 65 (H): 0.329, atom 66 (H): 0.360, atom 67 (H): 0.287, atom 68 (H): 0.310, atom 69 (H): 0.382, atom 70 (H): 0.337, atom 71 (H): 0.296, atom 72 (H): 0.343, atom 73 (H): 0.312, atom 74 (H): 0.320, atom 75 (H): 0.206, atom 76 (H): 0.337, atom 77 (H): 0.284, atom 78 (H): 0.308, atom 79 (H): 0.302, atom 80 (H): 0.466, atom 81 (H): 0.249, atom 82 (H): 0.311, atom 83 (H): 0.424, atom 84 (H): 0.342, atom 85 (H): -0.284, atom 86 (H): 0.362, atom 87 (H): -0.172